No. 1
{"formula": "C20H42INO2", "method": "ωB97M-V/def2-TZVPD", "smiles": "CCCCCCN[C@](CCCI)(CCCCCCCOC)COC", "charge": 0, "max_force_ev_per_a": 1.5, "homo_ev": -9.0, "symbols": ["C", "C", "C", "C", "C", "C", "N", "C", "C", "C", "C", "I", "C", "C", "C", "C", "C", "C", "C", "O", "C", "C", "O", "C", "H", "H", "H", "H", "H", "H", "H", "H", "H", "H", "H", "H", "H", "H", "H", "H", "H", "H", "H", "H", "H", "H", "H", "H", "H", "H", "H", "H", "H", "H", "H", "H", "H", "H", "H", "H", "H", "H", "H", "H", "H", "H"], "xyz": [[-4.62, 2.31, 2.62], [-4.15, 1.18, 3.53], [-2.75, 1.40, 4.09], [-1.63, 0.95, 3.16], [-1.53, -0.57, 2.98], [-0.60, -0.96, 1.81], [-1.16, -2.04, 0.96], [-0.96, -1.82, -0.51], [-1.37, -3.17, -1.15], [-1.79, -3.12, -2.64], [-3.26, -3.45, -2.79], [-4.07, -2.88, -4.69], [0.56, -1.60, -0.82], [1.01, -0.18, -1.20], [2.50, 0.05, -0.81], [3.46, -0.20, -1.96], [4.93, 0.03, -1.56], [5.50, 1.34, -2.10], [5.16, 2.55, -1.23], [6.31, 3.34, -1.04], [6.06, 4.69, -0.69], [-1.82, -0.67, -1.00], [-3.21, -0.96, -1.01], [-3.88, -0.69, 0.20], [-5.68, 2.50, 2.75], [-4.12, 3.24, 2.85], [-4.48, 2.09, 1.57], [-4.27, 0.22, 3.04], [-4.83, 1.16, 4.38], [-2.63, 2.46, 4.27], [-2.64, 0.89, 5.04], [-1.76, 1.41, 2.18], [-0.66, 1.29, 3.52], [-2.52, -0.99, 2.83], [-1.14, -1.01, 3.88], [0.32, -1.30, 2.29], [-0.34, -0.07, 1.25], [-0.57, -2.85, 1.15], [-0.55, -3.87, -1.06], [-2.20, -3.55, -0.56], [-1.25, -3.91, -3.15], [-1.51, -2.20, -3.14], [-3.38, -4.52, -2.72], [-3.87, -3.00, -2.03], [0.80, -2.22, -1.68], [1.16, -1.99, -0.01], [0.97, -0.05, -2.27], [0.45, 0.60, -0.70], [2.79, -0.59, 0.02], [2.61, 1.07, -0.46], [3.20, 0.47, -2.77], [3.36, -1.23, -2.30], [5.05, 0.05, -0.48], [5.53, -0.78, -1.95], [5.15, 1.53, -3.11], [6.58, 1.26, -2.16], [4.83, 2.18, -0.26], [4.35, 3.12, -1.69], [6.68, 5.33, -1.30], [5.02, 4.97, -0.85], [6.29, 4.87, 0.36], [-1.56, -0.43, -2.03], [-1.64, 0.24, -0.43], [-4.95, -0.62, -0.01], [-3.74, -1.51, 0.90], [-3.54, 0.23, 0.67]]}


No. 2
{"formula": "C20H42N2O6", "method": "ωB97M-V/def2-TZVPD", "charge": 0, "max_force_ev_per_a": 13.2, "homo_ev": -8.1, "symbols": ["C", "C", "C", "N", "C", "C", "C", "C", "C", "C", "H", "H", "H", "H", "H", "H", "H", "H", "H", "H", "H", "H", "H", "H", "H", "H", "H", "H", "H", "H", "C", "C", "C", "N", "C", "C", "C", "C", "C", "C", "H", "H", "H", "H", "H", "H", "H", "H", "H", "H", "H", "H", "H", "H", "H", "H", "H", "H", "H", "H", "O", "C", "O", "O", "H", "O", "C", "O", "O", "H"], "xyz": [[2.94, -0.63, 3.36], [2.33, -0.84, 1.99], [2.84, 0.34, 1.02], [2.38, 0.11, -0.48], [3.22, 0.96, -1.53], [3.19, 2.43, -1.22], [1.76, 2.93, -1.14], [0.78, 2.12, -0.21], [0.89, 0.61, -0.60], [2.44, -1.38, -1.05], [2.69, 0.36, 3.71], [4.03, -0.73, 3.33], [2.46, -1.34, 4.03], [1.25, -0.90, 1.95], [2.88, -1.69, 1.58], [3.93, 0.42, 1.06], [2.49, 1.31, 1.38], [4.21, 0.53, -1.36], [2.86, 0.59, -2.48], [3.80, 2.91, -0.46], [3.65, 2.85, -2.12], [1.77, 3.97, -0.81], [1.25, 3.08, -2.09], [0.96, 2.51, 0.79], [-0.23, 2.48, -0.42], [0.25, 0.01, 0.04], [0.57, 0.44, -1.63], [1.96, -1.39, -2.03], [1.89, -2.15, -0.51], [3.49, -1.63, -0.93], [-1.64, -1.72, -2.99], [-1.58, -0.54, -1.98], [-2.24, -0.98, -0.64], [-2.14, 0.12, 0.47], [-3.27, 1.20, 0.15], [-3.56, 2.16, 1.29], [-4.00, 1.29, 2.59], [-2.83, 0.43, 3.03], [-2.44, -0.55, 1.87], [-0.89, 0.94, 0.57], [-0.98, -2.56, -2.75], [-1.62, -1.55, -4.07], [-2.60, -2.19, -3.18], [-2.19, 0.23, -2.44], [-0.54, -0.22, -1.86], [-1.79, -1.89, -0.24], [-3.29, -1.11, -0.88], [-4.19, 0.68, -0.12], [-2.98, 1.76, -0.73], [-4.31, 2.90, 1.02], [-2.69, 2.81, 1.34], [-4.92, 0.73, 2.44], [-4.09, 1.97, 3.44], [-2.99, -0.03, 4.01], [-1.94, 1.04, 3.18], [-3.33, -1.13, 1.65], [-1.66, -1.17, 2.32], [-0.64, 1.45, -0.37], [-0.19, 0.16, 0.88], [-0.91, 1.64, 1.40], [0.72, -2.99, 0.17], [0.11, -1.96, 0.72], [-0.34, -1.07, 0.03], [-0.12, -1.87, 1.93], [0.78, -2.79, -0.77], [0.28, -1.97, -3.64], [0.47, -3.07, -2.90], [0.77, -4.12, -3.52], [0.54, -2.95, -1.69], [0.30, -1.37, -2.89]]}


No. 3
{"formula": "C20H42NO11S4", "method": "ωB97M-V/def2-TZVPD", "charge": 1, "max_force_ev_per_a": 10.9, "homo_ev": -12.4, "symbols": ["N", "H", "H", "H", "H", "C", "C", "C", "O", "C", "O", "O", "H", "H", "H", "H", "H", "H", "C", "C", "C", "S", "O", "O", "C", "H", "H", "H", "H", "H", "H", "H", "H", "C", "C", "C", "S", "O", "O", "C", "H", "H", "H", "H", "H", "H", "H", "H", "C", "C", "C", "S", "O", "O", "C", "H", "H", "H", "H", "H", "H", "H", "H", "C", "C", "C", "S", "O", "O", "C", "H", "H", "H", "H", "H", "H", "H", "H"], "xyz": [[1.57, -2.34, -0.69], [2.24, -2.09, -1.25], [2.20, -2.54, -0.09], [0.90, -3.11, -1.15], [0.94, -1.61, -0.26], [2.10, 4.36, -2.06], [1.16, 3.07, -2.31], [0.86, 2.68, -3.83], [1.52, 1.54, -4.13], [2.03, 1.17, -2.94], [2.58, 0.00, -2.81], [1.80, 1.99, -1.87], [3.05, 4.08, -2.37], [2.35, 4.43, -1.08], [1.64, 5.35, -2.24], [0.25, 3.02, -1.63], [1.26, 3.37, -4.51], [-0.20, 2.79, -4.25], [-2.20, 2.77, 1.09], [-3.12, 1.54, 1.36], [-2.36, 0.29, 1.13], [-0.78, 0.61, 1.71], [0.17, -0.13, 0.99], [-0.88, 0.53, 3.17], [-0.71, 2.31, 1.23], [-2.29, 3.62, 1.79], [-2.26, 3.11, 0.23], [-3.83, 1.61, 0.55], [-3.67, 1.93, 2.24], [-2.37, -0.03, 0.08], [-2.98, -0.55, 1.79], [0.05, 2.37, 0.42], [-0.20, 2.74, 1.90], [-1.21, -3.34, 4.39], [-1.81, -4.79, 4.26], [-1.25, -5.37, 2.89], [-0.27, -4.12, 2.13], [-0.46, -4.09, 0.67], [1.03, -4.26, 2.66], [-1.05, -2.84, 2.91], [-0.31, -3.34, 5.03], [-1.80, -2.47, 4.84], [-2.95, -4.70, 4.42], [-1.46, -5.34, 5.16], [-1.95, -5.78, 2.14], [-0.66, -6.11, 3.00], [-1.99, -2.90, 2.54], [-0.65, -1.95, 2.99], [4.03, 2.97, 0.97], [2.84, 2.93, 1.91], [2.86, 1.60, 2.70], [3.80, 0.50, 1.63], [3.00, -0.53, 1.21], [5.03, 0.14, 2.31], [4.35, 1.63, 0.37], [4.90, 3.28, 1.81], [4.00, 3.90, 0.20], [2.05, 2.87, 1.04], [2.84, 3.86, 2.52], [1.97, 0.98, 2.64], [3.47, 1.51, 3.55], [3.82, 1.59, -0.59], [5.28, 1.43, -0.04], [-2.84, -1.43, -4.69], [-3.40, -2.05, -3.44], [-3.25, -1.04, -2.40], [-1.68, -0.16, -2.64], [-0.69, -0.83, -1.90], [-1.94, 1.24, -2.55], [-1.52, -0.62, -4.32], [-3.61, -0.76, -5.27], [-2.77, -2.35, -5.35], [-2.83, -2.76, -2.97], [-4.34, -2.04, -3.62], [-3.30, -1.64, -1.43], [-4.05, -0.55, -2.51], [-0.73, -1.31, -4.37], [-1.28, 0.18, -5.02]]}


- Which of these has the highest charge?
  C20H42NO11S4